Record 1
40
Properties=species:S:1:pos:R:3:forces:R:3 method="wB97M-V/def2-TZVPD" total_charge=+1 e_lumo_ha=-0.181 total_energy_ha=-3588.4027 homo_energy_ev=-11.01 max_force_ev_per_a=0.67 gap_ev=6.09 de_lowest_kcal_mol=1.3
Re -0.414 0.731 -1.352 0.2 -0.5 -0.5
N 1.663 -0.266 -5.086 0.0 0.0 0.0
C 1.337 0.159 -3.859 0.0 0.1 0.2
S -0.349 0.692 -3.631 0.1 0.0 -0.1
N 2.211 0.205 -2.916 0.0 -0.1 -0.2
N 1.705 0.642 -1.705 -0.1 0.1 0.1
C 2.628 0.866 -0.827 0.0 0.0 0.0
C 2.432 1.300 0.528 -0.1 0.0 0.0
C 3.551 1.441 1.360 0.0 0.0 0.0
C 3.403 1.799 2.683 0.0 0.0 0.0
C 2.130 2.023 3.202 0.0 0.0 0.0
C 1.009 1.896 2.402 0.0 0.0 0.0
C 1.164 1.544 1.069 0.2 0.0 0.0
O 0.051 1.403 0.320 0.0 0.2 0.3
H 0.997 -0.257 -5.837 0.0 0.0 0.0
H 2.605 -0.573 -5.266 0.0 0.0 0.0
H 3.648 0.681 -1.153 0.0 0.0 0.0
H 4.536 1.260 0.950 0.0 0.0 0.0
H 4.273 1.903 3.316 0.0 0.0 0.0
H 2.012 2.300 4.241 0.0 0.0 0.0
H 0.013 2.061 2.789 0.0 0.0 0.0
S -7.187 -0.434 -1.721 0.0 0.0 0.0
Sb -5.702 1.035 -2.852 0.0 0.1 0.0
S -2.521 1.233 -1.547 -0.3 0.1 0.2
S -3.618 -0.248 -2.446 0.0 0.0 0.0
S -6.822 -0.840 -3.776 0.0 0.0 0.0
Cl -1.853 -1.818 4.977 0.0 0.0 0.0
C -1.468 -1.694 3.295 0.0 0.0 0.0
C -2.487 -1.510 2.372 0.0 0.0 0.0
C -2.173 -1.400 1.028 0.0 0.0 0.0
C -0.851 -1.472 0.595 0.0 0.0 0.0
C -0.489 -1.295 -0.847 0.0 -0.2 0.0
C 0.153 -1.673 1.539 0.0 0.0 0.0
C -0.147 -1.787 2.887 0.0 0.0 0.0
H -3.514 -1.460 2.706 0.0 0.0 0.0
H -2.972 -1.265 0.307 0.0 0.0 0.0
H -1.248 -1.727 -1.508 0.0 0.0 0.0
H 0.476 -1.752 -1.072 0.0 0.0 0.0
H 1.186 -1.750 1.218 0.0 0.0 0.0
H 0.632 -1.951 3.617 0.0 0.0 0.0

=====

Record 2
136
Properties=species:S:1:pos:R:3:forces:R:3 method="wB97M-V/def2-TZVPD" total_charge=0 e_lumo_ha=-0.007 total_energy_ha=-79910.7094 homo_energy_ev=-8.95 max_force_ev_per_a=3.38 gap_ev=8.75
C 5.737 -6.156 -0.101 0.5 -0.1 0.3
C 7.079 -5.444 -0.215 -1.3 1.0 -0.1
C 6.782 -3.955 -0.463 1.3 0.3 -0.1
C 7.912 -3.158 -1.140 -0.2 -0.8 -0.4
C 7.453 -1.908 -1.875 0.1 0.1 0.8
C 6.457 -1.046 -1.109 0.3 0.5 -0.7
C 7.130 0.098 -0.363 -0.8 -0.9 0.7
C 6.224 0.680 0.725 0.0 0.5 -1.0
C 4.742 0.748 0.372 0.0 -0.1 1.6
C 4.036 1.685 1.357 0.1 0.6 -0.9
C 2.815 2.360 0.745 0.1 -0.9 0.3
C 1.680 1.378 0.436 -0.4 0.7 0.6
C 0.419 1.642 1.272 0.2 0.8 -0.4
C -0.666 2.318 0.429 0.2 -1.0 0.8
C -1.520 1.298 -0.319 -0.5 0.5 -0.2
C -2.997 1.408 0.023 0.2 0.0 -0.4
C -3.919 0.798 -1.034 -0.6 0.3 0.7
C -5.035 -0.048 -0.423 0.8 -0.3 -1.0
C -4.560 -1.393 0.089 0.8 -0.8 0.1
C -4.541 -2.583 -0.914 -2.0 0.9 0.0
C -4.288 -2.292 -2.359 1.0 -0.6 0.5
F -4.791 -3.370 -3.083 -0.5 -0.5 -0.5
C -2.825 -2.235 -2.688 0.2 0.4 -1.0
C -2.638 -1.770 -4.142 -0.2 0.0 0.6
N -5.937 -3.055 -0.762 0.0 -1.7 0.6
C -6.042 -3.266 0.609 0.9 3.1 -1.1
O -6.556 -4.184 1.152 -1.1 -1.7 0.9
C -5.366 -2.031 1.234 0.4 -1.3 0.7
B -6.586 -1.252 1.880 0.0 1.1 -0.2
O -7.510 -0.655 1.044 -0.1 -0.5 -0.2
O -6.724 -1.126 3.224 0.1 -0.7 0.4
C -7.714 -2.045 3.765 0.6 0.8 -0.5
P -4.283 -2.511 2.682 0.2 1.5 1.1
O -5.115 -3.663 3.473 0.6 0.0 -0.4
Cl -2.651 -3.579 1.885 -0.4 -0.3 -0.3
H 5.295 -5.942 0.860 -0.3 0.1 0.4
H 5.052 -5.787 -0.843 -0.3 -0.1 -0.5
H 5.838 -7.227 -0.182 -0.1 -0.4 -0.1
H 7.658 -5.869 -1.015 0.5 -0.2 -0.2
H 7.582 -5.499 0.736 0.6 -0.4 0.2
H 5.894 -3.803 -1.058 -0.5 -0.2 -0.2
H 6.615 -3.493 0.499 -0.4 0.2 0.4
H 8.711 -2.935 -0.449 0.2 0.2 0.5
H 8.369 -3.803 -1.892 0.2 -0.1 0.0
H 8.333 -1.297 -2.028 0.3 0.2 -0.4
H 7.079 -2.167 -2.853 -0.3 -0.2 -0.3
H 5.816 -0.583 -1.848 -0.5 0.1 -0.2
H 5.802 -1.606 -0.461 -0.1 -0.4 0.2
H 8.018 -0.275 0.127 0.6 0.0 0.0
H 7.387 0.845 -1.101 0.5 0.2 0.1
H 6.339 0.161 1.665 0.1 -0.3 0.3
H 6.539 1.704 0.872 0.3 0.4 0.4
H 4.576 1.075 -0.636 -0.1 0.0 -0.3
H 4.304 -0.225 0.537 -0.2 -0.5 -0.5
H 3.770 1.182 2.276 -0.1 -0.2 0.3
H 4.726 2.483 1.599 0.3 0.2 0.3
H 3.121 2.857 -0.164 0.2 0.4 -0.3
H 2.496 3.098 1.464 -0.4 0.5 0.1
H 1.414 1.502 -0.601 -0.1 -0.4 -0.5
H 1.983 0.365 0.618 0.4 -0.6 -0.2
H 0.050 0.729 1.715 -0.3 -0.3 0.1
H 0.661 2.317 2.088 0.2 -0.1 0.3
H -1.282 2.900 1.099 -0.4 0.3 0.1
H -0.197 2.999 -0.265 0.2 0.4 -0.2
H -1.200 0.276 -0.160 0.3 -0.3 0.0
H -1.442 1.512 -1.375 0.1 -0.2 -0.5
H -3.220 2.462 0.098 -0.2 0.4 0.1
H -3.227 0.999 0.998 0.1 -0.3 0.5
H -3.382 0.283 -1.812 0.3 -0.3 -0.2
H -4.432 1.626 -1.499 -0.1 0.3 -0.6
H -5.750 -0.236 -1.210 -0.7 0.1 0.1
H -5.474 0.563 0.349 -0.4 0.0 0.3
H -3.512 -1.338 0.374 0.2 0.5 0.5
H -3.920 -3.358 -0.498 0.9 -0.2 -0.3
H -4.824 -1.426 -2.705 -0.3 0.5 0.0
H -2.286 -1.603 -2.000 0.1 0.3 0.3
H -2.392 -3.218 -2.614 -0.1 -0.5 0.4
H -2.000 -2.444 -4.683 0.4 -0.1 -0.3
H -2.265 -0.762 -4.186 0.2 0.2 -0.1
H -3.589 -1.761 -4.648 -0.4 -0.1 -0.3
H -6.104 -3.981 -1.141 0.0 0.1 -0.8
H -8.281 -1.215 0.932 -0.4 0.2 -0.2
H -7.775 -2.907 3.118 -0.2 -0.5 0.0
H -8.656 -1.531 3.839 -0.5 0.1 0.1
H -7.347 -2.331 4.726 0.0 -0.3 0.5
H -5.108 -4.477 2.957 -0.5 -0.3 0.0
C 5.183 -5.283 -4.588 0.0 0.0 0.0
Br 4.354 -3.577 -4.254 0.0 0.0 0.0
Br 6.978 -5.334 -3.900 -0.1 0.0 -0.1
Br 4.120 -6.740 -3.919 0.0 0.0 0.0
H 5.247 -5.402 -5.658 0.0 0.0 -0.1
C 4.252 2.474 -3.380 0.0 0.0 0.0
Br 3.432 4.172 -3.016 0.1 0.0 0.1
Br 5.950 2.303 -2.479 -0.2 0.4 -0.5
Br 3.068 1.015 -2.965 0.0 0.0 -0.1
H 4.449 2.426 -4.440 0.0 0.0 -0.1
C -1.620 4.265 4.635 0.0 -0.1 0.0
Br -3.144 5.443 4.627 0.0 0.0 -0.1
Br -2.128 2.439 4.304 0.0 0.0 0.0
Br -0.261 4.856 3.411 0.0 0.1 0.0
H -1.196 4.303 5.626 0.0 0.0 0.1
C 5.143 8.140 -4.367 -0.1 -0.1 0.0
Br 6.201 6.547 -4.181 0.1 0.0 -0.1
Br 5.069 8.751 -6.190 0.0 0.0 0.0
Br 3.385 7.887 -3.626 0.0 0.0 -0.1
H 5.628 8.913 -3.792 0.0 0.1 0.0
C -0.699 2.787 -5.504 0.1 0.0 0.0
Br -1.951 4.083 -4.828 0.0 0.0 0.0
Br 1.055 3.544 -5.721 -0.1 0.0 0.0
Br -0.653 1.207 -4.407 0.1 0.2 0.0
H -1.045 2.489 -6.480 0.0 0.0 -0.1
C 0.539 -3.942 4.644 0.0 0.0 0.0
Br -0.700 -2.632 5.311 0.0 0.0 0.0
Br 1.909 -3.145 3.557 0.0 0.0 0.0
Br 1.291 -4.997 6.067 0.0 0.0 0.0
H -0.020 -4.614 4.011 0.0 0.0 0.0
C -4.633 -5.844 -5.571 0.0 0.0 0.0
Br -4.911 -4.608 -7.019 0.0 0.0 0.0
Br -5.000 -7.657 -6.100 0.0 0.0 0.0
Br -2.873 -5.666 -4.821 0.1 -0.1 0.0
H -5.335 -5.587 -4.794 0.0 0.0 0.1
C 2.600 8.871 0.607 0.0 0.0 -0.1
Br 1.063 10.027 0.609 0.0 0.0 0.0
Br 2.161 7.102 -0.015 0.0 0.0 0.0
Br 4.061 9.636 -0.386 0.0 0.0 0.1
H 2.928 8.774 1.630 0.0 0.0 0.1
C -8.377 0.096 7.199 0.0 0.0 0.0
Br -9.036 0.981 8.775 0.0 0.0 0.0
Br -8.859 -1.770 7.184 -0.1 0.1 0.1
Br -8.938 0.995 5.594 0.0 0.0 0.0
H -7.300 0.145 7.232 0.1 0.0 0.0
C -4.652 8.224 7.192 0.0 0.1 0.0
Br -6.068 7.707 8.388 0.0 0.0 0.0
Br -5.143 9.746 6.123 0.0 0.0 0.0
Br -3.001 8.522 8.136 0.0 0.0 0.0
H -4.491 7.400 6.515 0.0 -0.1 0.0

=====

Record 3
80
Properties=species:S:1:pos:R:3:forces:R:3 method="wB97M-V/def2-TZVPD" total_charge=-2 e_lumo_ha="0.153 / 0.153" total_energy_ha=-3447.1582 homo_energy_ev="0.45 / 1.93" max_force_ev_per_a=2.31 gap_ev="3.71 / 2.23" de_lowest_kcal_mol=7.9
Zn 0.440 -1.520 -0.772 0.8 1.4 -0.6
N 1.152 -0.465 -2.405 -1.7 0.4 0.8
N -1.824 -0.416 -2.354 0.6 -0.6 1.4
C -0.509 0.767 1.928 0.6 0.6 -0.8
C -0.813 1.825 1.027 1.1 -0.4 0.5
C 0.411 2.304 0.493 -0.1 -0.9 0.9
C 0.586 3.439 -0.436 0.2 0.2 -0.4
H -0.363 3.960 -0.599 0.1 0.1 -0.1
H 0.967 3.121 -1.419 -0.1 0.1 0.1
H 1.312 4.156 -0.027 0.0 0.1 -0.1
C 1.469 1.556 1.068 -1.3 -0.2 0.1
C 2.904 1.843 0.874 0.5 0.1 -0.3
H 3.106 2.911 1.046 0.2 -0.1 0.0
H 3.255 1.617 -0.141 0.1 0.1 0.1
H 3.515 1.254 1.568 0.1 0.1 -0.1
C 0.901 0.585 1.939 -0.7 0.7 -0.9
C 1.628 -0.378 2.791 0.2 -0.2 0.4
H 2.543 -0.727 2.302 0.0 -0.1 0.2
H 0.998 -1.250 3.013 0.2 0.0 0.0
H 1.912 0.069 3.756 0.1 -0.1 0.1
C -2.147 2.410 0.768 -0.4 0.2 -0.2
H -2.078 3.504 0.688 -0.2 -0.1 0.0
H -2.843 2.176 1.581 -0.1 0.1 0.0
H -2.594 2.049 -0.170 -0.1 0.1 0.0
C -1.455 0.036 2.796 -0.2 -0.3 0.3
H -1.366 -1.050 2.648 -0.2 0.0 0.2
H -2.493 0.315 2.581 0.1 -0.1 0.1
H -1.263 0.238 3.864 -0.1 -0.1 0.0
C 2.442 -0.523 -2.828 2.0 -0.7 -0.8
H 3.227 -0.304 -2.109 -0.2 -0.3 -0.3
C 2.758 -0.918 -4.122 -0.2 0.2 0.2
H 3.739 -1.331 -4.338 0.2 0.4 -0.1
C 1.776 -0.816 -5.116 1.2 -0.8 -0.6
H 1.964 -1.142 -6.136 0.1 0.0 0.1
C 0.576 -0.220 -4.768 -1.2 0.8 1.8
H -0.242 -0.017 -5.461 0.4 0.0 0.0
C 0.279 -0.033 -3.382 0.5 -0.5 -1.9
C -1.034 0.407 -3.091 -0.2 0.7 0.0
H -1.548 1.053 -3.791 -0.1 -0.4 -0.2
C -1.431 -1.216 -1.264 -1.1 1.7 -0.8
C -3.163 -0.654 -2.695 1.1 0.1 -0.2
H -3.634 -0.185 -3.538 0.2 -0.1 -0.2
C -3.604 -1.567 -1.840 -0.4 -0.1 1.7
H -4.561 -2.036 -1.781 -0.3 -0.1 0.2
N -2.640 -1.743 -0.849 -1.3 -1.6 -0.9
C -3.039 -2.148 0.450 -0.2 -0.2 0.2
C -4.144 -1.490 1.045 0.6 -0.4 0.2
C -4.594 -1.950 2.283 0.2 -0.3 -0.2
H -5.447 -1.456 2.753 0.2 -0.1 -0.1
C -3.997 -3.032 2.924 0.1 0.2 -0.2
C -4.613 -3.562 4.183 0.0 -0.1 0.3
H -3.936 -3.474 5.042 -0.1 0.0 -0.1
H -4.872 -4.622 4.069 0.0 0.1 0.1
H -5.533 -3.008 4.400 0.2 -0.1 0.1
C -2.873 -3.627 2.351 -0.3 0.3 -0.2
H -2.394 -4.463 2.863 -0.1 0.2 -0.2
C -2.392 -3.209 1.105 -0.5 0.0 0.3
C -1.264 -3.960 0.476 0.6 -0.2 0.0
H -1.510 -4.351 -0.520 0.0 0.2 0.2
H -0.983 -4.806 1.119 -0.1 0.2 -0.2
H -0.359 -3.337 0.375 -0.5 -0.3 0.1
C -4.789 -0.268 0.471 -0.5 0.6 -0.1
H -5.089 -0.354 -0.577 0.2 0.1 0.3
H -4.142 0.617 0.564 0.0 -0.3 -0.1
H -5.701 -0.049 1.038 0.1 0.0 0.0
N 6.764 -1.285 -0.508 0.7 -0.1 -0.1
C 5.448 -0.935 -0.613 -1.8 0.4 0.2
O 5.094 0.114 -1.170 1.0 -0.7 0.6
C 4.445 -1.908 -0.082 -1.0 2.0 -0.2
C 4.702 -3.237 0.286 0.8 -1.3 0.2
C 3.636 -4.023 0.732 -1.2 0.2 0.0
C 2.323 -3.545 0.644 1.3 -1.8 0.4
N 2.064 -2.345 0.064 -0.6 2.1 0.2
C 3.112 -1.479 -0.043 0.7 -0.2 -0.9
H 7.447 -0.603 -0.807 -0.2 -0.1 0.1
H 7.071 -2.024 0.103 -0.2 0.1 0.0
H 5.717 -3.623 0.220 -0.2 -0.2 0.1
H 3.796 -5.026 1.119 0.0 0.1 0.1
H 1.470 -4.111 1.024 0.4 0.0 -0.2
H 2.851 -0.421 -0.187 0.2 -0.6 -0.1